1.
The following is a quantum chemistry calculation of an isolated molecule of C3H6ClNOS in a non-equilibrium geometry, from the OMol25 dataset.

Its net charge is 0. The molecular weight comes out at 139.61 g/mol. The orbital gap is 0.3343 hartree. The structure (SMILES) is CONC(=S)CCl. The calculation puts the relative energy (zero: lowest compared OMol25 entry of this formula, charge and spin) at 2.133 eV. The largest force on an atom comes out at 1.8 eV/Å. The HOMO energy comes out at -8.600 eV.

CARTESIAN COORDINATES (ANGSTROEM)
C 2.6112 0.3533 -1.0607
O 1.2749 0.5689 -1.6024
N 0.3121 0.6354 -0.6410
C -0.2116 -0.4411 -0.0422
S 0.5256 -1.9183 -0.1895
C -1.3675 -0.2478 0.8662
Cl -1.9099 1.3385 1.3338
H 2.9143 1.2065 -0.4408
H 2.6302 -0.5828 -0.4844
H 3.2670 0.2192 -1.8988
H 0.1059 1.5903 -0.4416
H -1.1650 -0.6955 1.8149
H -2.2709 -0.7854 0.5350

=====

2.
The following is a quantum chemistry calculation of a cluster of 2 separate species, C3H6ClNS in total in a non-equilibrium geometry, from the OMol25 dataset.

Its net charge is 0. The molecular weight comes out at 123.61 g/mol. The orbital gap is 0.3892 hartree. The structure (SMILES) is [H]/N=C(\S)Cl.C=C. The calculation puts the relative energy (zero: lowest compared OMol25 entry of this formula, charge and spin) at 2.458 eV. The largest force on an atom comes out at 4.2 eV/Å. The HOMO energy comes out at -10.033 eV.

CARTESIAN COORDINATES (ANGSTROEM)
H -1.1244 0.7261 0.8646
N -2.1633 1.0895 0.7970
C -2.9668 0.3778 0.2088
S -2.7738 -1.2623 -0.4778
Cl -4.6426 1.0090 -0.0819
H -3.4703 -1.0438 -1.5677
C 0.5500 -0.5554 -0.1036
C 1.4857 0.2352 0.4980
H 0.3580 -1.5582 0.1061
H -0.1799 0.0973 -0.4761
H 2.2547 -0.1521 1.1498
H 1.2629 1.2625 0.3538